1 | ORCA calculation (wB97M-V/def2-TZVPD) on 2 unconnected molecules or ions with the total composition CH4N2O.

* LUMO energy: 1.029 eV
* HOMO: -9.63 eV
* M: 60.1 g/mol
* SMILES string: C#[N+][O-].N

Structure (ORCA input):
```
! RIJCOSX wB97M-V def2-TZVPD def2/J DEFGRID3
* xyz 0 1
C 2.3954 -1.0131 -0.0592
N 2.2058 0.1258 -0.0421
N -0.8575 0.5774 -0.1064
O 1.8967 1.2579 0.0084
H -1.5713 -0.1269 -0.2597
H 2.8591 -1.9465 -0.0956
H -1.2051 1.4501 -0.4861
H -0.7574 0.6843 0.8956
*
```

Listed below, in e, are the Löwdin charges computed for each atom: C 0.13; N -0.25; N 0.01; O 0.02; H 0.01; H 0.05; H 0.01; H 0.01

***

2 | ORCA calculation (wB97M-V/def2-TZVPD) on CH4N2O in the gas phase.

* LUMO energy: 0.895 eV
* HOMO: -9.83 eV
* M: 60.1 g/mol
* SMILES string: NC(N)=O

Structure (ORCA input):
```
! RIJCOSX wB97M-V def2-TZVPD def2/J DEFGRID3
* xyz 0 1
N -0.7994 0.2612 0.9075
C -0.1561 -0.4219 -0.0817
N 0.9771 0.3394 -0.5806
O -0.4360 -1.5216 -0.4749
H -1.7187 -0.1024 1.1314
H -0.7193 1.2613 0.8379
H 1.0290 0.2010 -1.5794
H 1.8235 -0.0169 -0.1601
*
```

Listed below, in e, are the Löwdin charges computed for each atom: N 0.14; C -0.65; N 0.09; O 0.06; H 0.11; H 0.09; H 0.08; H 0.08

***

3 | ORCA calculation (wB97M-V/def2-TZVPD) on CH4N2O in the gas phase.

* LUMO energy: 0.670 eV
* HOMO: -9.61 eV
* M: 60.1 g/mol
* SMILES string: NC(N)=O

Structure (ORCA input):
```
! RIJCOSX wB97M-V def2-TZVPD def2/J DEFGRID3
* xyz 0 1
N 1.3695 -0.2038 0.1952
C -0.0301 0.0337 -0.1948
N -0.8226 -0.4029 0.9795
O -0.5247 0.7103 -1.1009
H 1.9140 0.3508 -0.4810
H 1.4095 -1.2500 -0.0308
H -1.2787 0.2997 1.6693
H -1.4945 -1.0382 0.5957
*
```

Listed below, in e, are the Löwdin charges computed for each atom: N 0.08; C -0.54; N 0.04; O 0.05; H 0.08; H 0.12; H 0.13; H 0.04

***

4 | ORCA calculation (wB97M-V/def2-TZVPD) on CH4N2O in the gas phase.

* LUMO energy (alpha / beta): -0.290 / -0.719 eV
* HOMO (alpha / beta): -8.94 / -8.51 eV
* M: 60.1 g/mol

Structure (ORCA input):
```
! RIJCOSX wB97M-V def2-TZVPD def2/J DEFGRID3
* xyz 0 1
C -0.0212 -0.9675 0.2768
N 0.2598 0.0297 -0.6764
N -0.0041 1.2592 -0.4921
O 1.1497 -0.9563 0.9803
H -0.9525 -0.8694 0.9790
H -0.0860 -1.9480 -0.2214
H -0.7978 1.4384 0.1950
H 0.4522 2.0139 -1.0413
*
```

Listed below, in e, are the Löwdin charges computed for each atom: C -0.49; N 0.02; N 0.08; O -0.14; H 0.13; H 0.10; H 0.16; H 0.15

***

Winner for stability: 2